(1)
{"formula": "CH8N2O2", "method": "ωB97M-V/def2-TZVPD", "homo_lumo_gap_ev": 9.60, "lumo_ev": 0.32, "max_force_ev_per_a": 1.378, "e_homo_ev": -9.28, "mol_weight_g_mol": 80.09, "de_lowest_kj_mol": 82.34, "total_charge": 0, "species": ["H", "N", "C", "N", "H", "H", "H", "O", "H", "H", "O", "H", "H"], "coordinates": [[-1.998916, 3.139759, -0.987564], [-2.318636, 3.327802, -0.036748], [-1.967533, 2.346307, 0.697651], [-0.876651, 1.521120, 0.492382], [-2.555655, 2.064704, 1.569419], [-0.505911, 1.519598, -0.444485], [-1.029203, 0.589288, 0.843585], [0.439082, -1.177316, -0.755216], [0.902937, -1.858997, -1.246988], [0.726120, -1.197736, 0.158555], [2.992389, -3.321965, -0.464786], [2.343396, -3.457450, 0.234131], [3.848581, -3.495115, -0.059936]], "forces_ev_per_angstrom": [[0.77, 0.75, 0.06], [-0.98, -0.97, 0.02], [0.17, 0.24, -0.56], [-0.64, -0.34, 0.13], [0.31, 0.48, 0.46], [0.16, -0.02, -0.13], [0.19, -0.17, -0.02], [-0.55, 0.36, -0.16], [0.29, -0.07, 0.22], [0.34, -0.22, -0.04], [-0.16, 0.06, 0.02], [0.16, -0.10, 0.01], [-0.07, 0.02, -0.01]], "lowdin_charge": [0.029, 0.044, -0.393, 0.064, 0.103, 0.079, 0.066, -0.057, 0.025, 0.025, -0.056, 0.032, 0.040]}

***

(2)
{"formula": "CH8N2OSi", "method": "ωB97M-V/def2-TZVPD", "homo_lumo_gap_ev": 8.12, "lumo_ev": 0.32, "max_force_ev_per_a": 4.011, "e_homo_ev": -7.79, "mol_weight_g_mol": 92.17, "de_lowest_kj_mol": 347.20, "total_charge": 0, "species": ["C", "N", "N", "O", "Si", "H", "H", "H", "H", "H", "H", "H", "H"], "coordinates": [[0.487122, -1.494822, 0.282257], [0.929682, 0.960074, -1.569056], [-2.294564, 0.550939, 0.571814], [1.007006, 1.051221, 1.246377], [0.387190, 0.311635, -0.054489], [0.091626, -1.557104, 1.314354], [-0.208083, -2.179860, -0.217164], [1.578842, -1.877942, 0.276519], [0.896185, 0.563483, -2.456978], [1.758053, 1.654130, -1.595137], [-2.346093, -0.481607, 0.416048], [-2.854187, 0.996339, -0.118201], [0.567215, 1.503513, 1.903658]], "forces_ev_per_angstrom": [[0.71, -0.97, 0.64], [2.23, 2.20, 2.48], [3.59, -1.71, 0.52], [1.95, -1.15, -2.54], [-2.64, 0.44, -0.21], [0.52, 0.15, -0.15], [0.51, 0.29, -0.55], [-1.80, 0.53, -0.07], [-0.53, -1.14, -1.37], [-2.09, -1.42, 0.48], [-0.38, 1.07, -0.01], [-0.35, 0.29, -1.10], [-1.73, 1.42, 1.89]], "lowdin_charge": [-0.205, -0.067, -0.132, -0.111, 0.521, 0.034, 0.027, 0.069, -0.006, 0.086, -0.107, -0.132, 0.023]}

***

(3)
{"formula": "CH8N2S2", "method": "ωB97M-V/def2-TZVPD", "homo_lumo_gap_ev": [3.63, 6.98], "lumo_ev": [3.70, 3.69], "multiplicity": 2, "max_force_ev_per_a": 3.393, "e_homo_ev": [0.07, -3.28], "mol_weight_g_mol": 112.22, "de_lowest_kj_mol": 57.40, "total_charge": -1, "species": ["S", "S", "H", "H", "N", "C", "N", "H", "H", "H", "H", "H", "H"], "coordinates": [[1.631837, 1.935477, -0.715509], [1.213188, 2.225439, 1.386499], [2.902371, 2.313022, -0.672730], [0.630940, 1.012096, 1.191388], [0.005131, -1.099461, 0.741672], [-1.225533, -0.821189, 0.009569], [-0.993262, -0.212431, -1.305580], [0.519130, -1.920689, 0.447130], [-0.189994, -1.240108, 1.728391], [-1.773074, -0.108154, 0.612265], [-1.842151, -1.703850, -0.181221], [-0.588033, -0.920452, -1.913125], [-0.290550, 0.540300, -1.328750]], "forces_ev_per_angstrom": [[0.66, 0.01, -3.33], [-1.07, -0.33, 2.69], [0.29, -0.01, -0.02], [0.30, 0.50, 0.69], [-0.05, -0.28, 0.63], [0.79, 0.53, -0.90], [0.16, -0.37, -0.20], [-0.13, 0.06, -0.39], [0.02, 0.17, -0.03], [-0.27, 0.07, 0.17], [-0.14, -0.04, 0.12], [-0.13, 0.05, -0.01], [-0.43, -0.36, 0.58]], "mulliken_spin": [0.387, 0.528, 0.038, 0.026, -0.006, 0.004, 0.018, 0.003, -0.003, 0.007, 0.002, 0.001, -0.005]}

***

(4)
{"formula": "CH8N4", "method": "ωB97M-V/def2-TZVPD", "homo_lumo_gap_ev": 10.31, "lumo_ev": -10.45, "max_force_ev_per_a": 4.104, "e_homo_ev": -20.76, "mol_weight_g_mol": 76.10, "de_lowest_kj_mol": 164.04, "total_charge": 2, "species": ["C", "N", "N", "N", "N", "H", "H", "H", "H", "H", "H", "H", "H"], "coordinates": [[0.936985, 1.144333, -0.352099], [0.392879, 0.385563, 0.835073], [-2.060436, -0.200199, 0.009243], [1.298092, -0.114492, 0.074871], [2.136006, -1.077315, -0.007900], [0.285085, 1.098436, -1.140629], [1.585492, 1.890445, -0.056401], [-1.248656, -0.239978, 0.898529], [-2.275465, -1.079209, -0.393091], [-2.290411, 0.272893, -0.884804], [2.732146, -1.033308, -0.824704], [-2.748362, 0.276793, 0.548015], [2.306496, -1.655946, 0.873497]], "forces_ev_per_angstrom": [[-0.79, -0.10, 0.86], [2.89, -1.87, -1.26], [0.90, 0.71, 1.55], [-1.01, -0.59, 3.16], [-0.28, -0.47, 1.54], [-1.05, 0.79, -2.31], [1.17, 2.00, -0.15], [-1.21, 0.58, -3.88], [-0.90, -2.20, 1.04], [2.12, 1.33, 0.13], [0.45, -0.30, 0.02], [-2.03, -0.54, 0.95], [-0.26, 0.66, -1.65]], "lowdin_charge": [0.078, 0.216, 0.248, -0.160, 0.302, 0.103, 0.130, 0.233, 0.127, 0.175, 0.183, 0.131, 0.232]}

***

(5)
{"formula": "CH8N4", "method": "ωB97M-V/def2-TZVPD", "homo_lumo_gap_ev": 10.03, "lumo_ev": -10.73, "max_force_ev_per_a": 2.424, "e_homo_ev": -20.76, "mol_weight_g_mol": 76.10, "de_lowest_kj_mol": 124.73, "total_charge": 2, "species": ["C", "N", "N", "N", "N", "H", "H", "H", "H", "H", "H", "H", "H"], "coordinates": [[2.133840, -0.317804, 0.087519], [1.033270, 0.306932, -0.243944], [-0.602118, -0.203058, -0.632136], [-1.013960, -1.382967, -0.277173], [-1.260360, 0.970244, 0.007111], [3.129375, -0.043143, -0.301880], [2.169120, -1.110019, 0.812026], [1.008160, 1.052227, -0.896369], [-1.228899, -1.593837, 0.683518], [-1.227744, -2.138722, -0.993415], [-1.133001, 1.649377, -0.694368], [-0.829743, 1.350586, 0.872650], [-2.326206, 0.839983, 0.055389]], "forces_ev_per_angstrom": [[-1.31, 1.32, -0.60], [0.97, -2.19, 0.38], [0.49, -1.04, 0.11], [-0.38, 0.06, -0.21], [-1.53, -1.16, 0.98], [-0.57, 0.54, 0.07], [-0.59, -0.70, 0.07], [1.16, 0.85, -0.95], [-0.14, -0.21, 0.43], [0.80, 1.52, 0.68], [0.06, 1.65, -1.31], [-0.46, -0.59, 0.04], [1.49, -0.08, 0.30]], "lowdin_charge": [0.222, 0.101, -0.057, 0.139, 0.252, 0.149, 0.120, 0.125, 0.147, 0.209, 0.152, 0.201, 0.242]}

***

(6)
{"formula": "CH8N5", "method": "ωB97M-V/def2-TZVPD", "homo_lumo_gap_ev": 9.26, "lumo_ev": -4.35, "max_force_ev_per_a": 4.692, "e_homo_ev": -13.61, "mol_weight_g_mol": 90.11, "de_lowest_kj_mol": 331.04, "total_charge": 1, "species": ["C", "N", "N", "N", "N", "N", "H", "H", "H", "H", "H", "H", "H", "H"], "coordinates": [[-0.251164, 0.974195, 0.946554], [0.932464, 0.686871, 0.668208], [2.014092, 0.737150, 0.117262], [-1.058047, 1.486516, 0.008093], [2.482156, -0.247506, -0.453818], [-1.256862, -2.221969, -0.804745], [-0.723825, 0.595421, 1.832327], [-0.547808, 1.881299, -0.799342], [-1.936930, 1.958807, 0.182643], [1.844258, -1.056641, -0.646645], [3.491911, -0.399633, -0.453022], [-1.000494, -2.983360, -1.325729], [-1.548157, -1.508347, -1.471219], [-2.045147, -2.497004, -0.192451]], "forces_ev_per_angstrom": [[-1.77, 0.15, -1.04], [-0.21, -1.28, 0.63], [1.22, 3.50, 2.07], [0.51, 1.24, -1.37], [0.02, -4.26, -1.96], [-0.98, 2.39, 1.82], [0.25, 0.18, 0.72], [-0.72, -0.34, 0.56], [0.14, -0.41, 0.46], [0.83, 0.49, 0.40], [-0.39, 0.63, -0.46], [0.74, -2.43, -1.44], [-0.29, -0.23, 0.35], [0.66, 0.38, -0.74]], "lowdin_charge": [-0.160, 0.092, 0.010, 0.147, 0.142, 0.014, 0.154, 0.136, 0.127, 0.163, 0.161, -0.035, 0.011, 0.039]}

***

(7)
{"formula": "CH8NO", "method": "ωB97M-V/def2-TZVPD", "homo_lumo_gap_ev": 9.53, "lumo_ev": -4.40, "max_force_ev_per_a": 1.662, "e_homo_ev": -13.93, "mol_weight_g_mol": 50.08, "de_lowest_kj_mol": 96.65, "total_charge": 1, "species": ["C", "N", "H", "H", "H", "H", "H", "H", "O", "H", "H"], "coordinates": [[-1.335022, 0.061105, 0.364381], [-1.655972, 0.142365, -1.082398], [-1.984282, 0.773125, 0.901131], [-0.291822, 0.228645, 0.681041], [-1.628092, -0.964055, 0.646821], [-1.562082, 1.093385, -1.492708], [-2.653811, -0.143735, -1.146148], [-1.090032, -0.517105, -1.653728], [4.305296, -0.388455, 1.205251], [3.722416, 0.398605, 1.300401], [4.173406, -0.683875, 0.275961]], "forces_ev_per_angstrom": [[-0.29, -0.46, 1.57], [-0.14, 0.12, -0.82], [0.31, -0.32, -0.30], [-0.40, 0.04, -0.85], [0.24, 0.50, 0.14], [-0.02, -0.64, 0.31], [0.69, 0.27, -0.41], [-0.40, 0.47, 0.36], [-0.93, 0.48, -0.88], [0.73, -0.80, -0.10], [0.23, 0.33, 0.98]], "lowdin_charge": [-0.028, 0.132, 0.115, 0.112, 0.114, 0.186, 0.184, 0.186, -0.083, 0.039, 0.044]}

***

(8)
{"formula": "CH8NO2", "method": "ωB97M-V/def2-TZVPD", "homo_lumo_gap_ev": 10.76, "lumo_ev": -4.98, "max_force_ev_per_a": 0.602, "e_homo_ev": -15.74, "mol_weight_g_mol": 66.08, "de_lowest_kj_mol": 53.94, "total_charge": 1, "species": ["C", "N", "H", "H", "H", "H", "H", "H", "O", "H", "H", "O"], "coordinates": [[0.880772, -1.414657, -0.034829], [-0.081963, -0.728301, -0.489004], [1.530450, -1.939024, -0.724396], [1.071358, -1.456369, 1.029696], [-0.730669, -0.209868, 0.099637], [-0.205491, -0.526224, -1.485812], [-2.438659, 1.646471, -0.861724], [-3.135100, 0.435990, -1.420415], [-2.313865, 0.692250, -0.980640], [1.580202, 1.411415, 2.346107], [2.047297, 1.306167, 0.873723], [1.795667, 0.782149, 1.647657]], "forces_ev_per_angstrom": [[0.15, -0.12, 0.00], [0.21, 0.47, -0.31], [0.06, 0.07, -0.05], [-0.20, -0.08, 0.04], [-0.05, -0.03, 0.05], [-0.13, -0.43, 0.31], [0.17, -0.20, 0.05], [0.09, -0.23, 0.06], [-0.26, 0.50, -0.10], [0.13, 0.01, -0.07], [0.06, 0.09, 0.43], [-0.21, -0.06, -0.41]], "lowdin_charge": [0.150, 0.184, 0.129, 0.112, 0.124, 0.156, 0.072, 0.070, -0.052, 0.060, 0.054, -0.057]}

***

(9)
{"formula": "CH8NO5", "method": "ωB97M-V/def2-TZVPD", "homo_lumo_gap_ev": 9.06, "lumo_ev": 3.83, "max_force_ev_per_a": 1.872, "e_homo_ev": -5.23, "mol_weight_g_mol": 114.08, "de_lowest_kj_mol": 19.72, "total_charge": -1, "species": ["N", "C", "O", "O", "H", "H", "H", "H", "O", "H", "H", "O", "H", "H", "O"], "coordinates": [[1.267108, -2.165461, 0.743186], [0.160460, -1.529504, 0.132242], [0.136680, -0.277171, 0.078343], [-0.664513, -2.323497, -0.384007], [1.808386, -1.694114, 1.452428], [1.101457, -3.140378, 0.889808], [-0.406835, 1.612136, -1.716078], [-1.550216, 2.116016, -0.820450], [-1.022081, 2.356767, -1.588004], [1.301860, 1.078823, 0.198441], [2.511063, 2.107143, 0.110618], [1.814470, 1.750352, 0.659031], [-1.413361, 0.302994, 0.158986], [-2.627952, -0.547576, -0.108227], [-2.416525, 0.353471, 0.193684]], "forces_ev_per_angstrom": [[0.21, 0.43, 0.02], [-0.28, -1.67, -0.79], [0.41, 0.87, 0.12], [0.12, 0.60, 0.40], [-0.26, 0.17, -0.15], [-0.02, -0.21, 0.13], [-0.52, 0.30, 0.34], [-0.11, -0.35, -0.02], [0.54, 0.02, -0.44], [-0.28, -0.70, -0.26], [-0.11, -0.18, -0.37], [0.49, 0.83, 0.89], [-0.67, -0.31, 0.15], [0.12, 0.43, 0.09], [0.35, -0.23, -0.12]], "lowdin_charge": [0.104, -0.789, -0.096, -0.070, 0.070, 0.059, 0.029, 0.002, -0.086, -0.031, 0.011, -0.085, -0.010, 0.025, -0.132]}

***

(10)
{"formula": "CH8Si3", "method": "ωB97M-V/def2-TZVPD", "homo_lumo_gap_ev": 6.96, "lumo_ev": -1.13, "max_force_ev_per_a": 2.335, "e_homo_ev": -8.09, "mol_weight_g_mol": 104.33, "de_lowest_kj_mol": 46.61, "total_charge": 0, "species": ["C", "Si", "Si", "Si", "H", "H", "H", "H", "H", "H", "H", "H"], "coordinates": [[-2.141894, 0.175555, -0.384560], [-0.784342, -1.123278, 0.150159], [1.458519, -0.778453, -0.367167], [3.072353, 0.620415, 0.035485], [-2.488163, 0.041057, -1.377811], [-2.894623, 0.109276, 0.369932], [-1.820271, 1.232750, -0.480042], [-1.122939, -1.509141, 1.654417], [-0.968180, -2.447561, -0.467671], [2.235146, -1.999150, -0.062040], [2.387836, 1.907066, -0.395451], [4.290405, 0.588498, -0.743314]], "forces_ev_per_angstrom": [[2.12, 0.49, 0.20], [-1.32, 0.27, 1.40], [0.87, -0.37, 0.33], [-1.78, 1.45, -0.42], [-0.72, -0.86, -0.82], [-0.77, -0.02, 0.21], [0.28, -0.53, 0.71], [0.61, 0.62, -1.29], [-0.13, -0.02, -0.41], [-0.43, -0.71, -0.16], [0.58, 0.04, 0.43], [0.69, -0.36, -0.17]], "lowdin_charge": [-0.298, 0.384, 0.235, 0.348, -0.006, -0.005, 0.028, -0.052, -0.101, -0.176, -0.177, -0.180]}